No. 1
147
Properties=species:S:1:pos:R:3 method="wB97M-V/def2-TZVPD" gap_ev=4.82 charge=+3 molar_mass_g_mol=799.69 e_tot_ev=-77284.57981
C 0.63269 4.33327 0.75594
C 0.23763 5.78127 0.89295
O 1.14201 6.49881 1.40301
O -0.85669 6.23694 0.47599
H 1.30874 4.03677 1.55889
H 1.11108 4.06637 -0.18639
H -0.25222 3.73710 0.98223
Cl 0.05475 0.25269 0.08739
O -0.79544 1.44791 -0.14852
O 0.97684 0.17019 -1.02121
O 0.70482 0.38513 1.37702
O -0.83683 -0.82799 0.06938
C 5.63374 1.23436 1.68256
C 5.39502 -0.29851 1.82991
C 3.99355 -0.81112 1.49633
N 3.92092 -2.29568 1.28154
C 4.41082 -3.02615 2.54370
C 4.52895 -2.77275 -0.05808
C 3.36241 -3.29228 -0.90949
C 2.44471 -3.86863 0.18732
C 2.46351 -2.71502 1.13971
H 4.90813 1.75295 2.30976
H 5.49289 1.59512 0.66353
H 6.62063 1.59885 1.96593
H 5.61212 -0.66112 2.83481
H 6.15720 -0.79170 1.22443
H 3.62685 -0.45834 0.53247
H 3.35697 -0.72368 2.37652
H 5.46958 -2.76722 2.56023
H 4.53344 -4.10729 2.47195
H 3.82099 -2.81386 3.43381
H 5.09562 -3.64971 0.25677
H 5.27251 -2.12755 -0.52418
H 3.67229 -4.06951 -1.60717
H 2.89538 -2.43870 -1.40139
H 2.91420 -4.71718 0.68601
H 1.44749 -4.14218 -0.15494
H 1.98494 -2.94897 2.08996
H 1.94511 -1.91834 0.60564
C 4.29581 4.14472 -0.65154
C 3.99614 4.42634 -2.20123
C 4.12921 3.05704 -2.93854
N 3.57846 2.89470 -4.37087
C 4.58782 3.70529 -5.25561
C 2.06654 3.24469 -4.35556
C 1.37357 1.81822 -4.21572
C 2.53505 0.73799 -4.10542
C 3.65370 1.44091 -4.84977
H 4.30948 5.09425 -0.11534
H 5.26204 3.65586 -0.53393
H 3.45065 3.70633 -0.12022
H 4.80035 5.05531 -2.58415
H 3.08708 4.96183 -2.47319
H 3.74042 2.25587 -2.30910
H 5.17483 2.75496 -3.00837
H 4.02468 3.67907 -6.18818
H 5.49439 3.10320 -5.27114
H 4.59284 4.69492 -4.80184
H 1.83807 3.84907 -5.23275
H 1.78095 3.83204 -3.48409
H 0.74765 1.64324 -5.09062
H 0.74971 1.71662 -3.32784
H 2.30837 -0.20041 -4.61199
H 2.85621 0.44528 -3.10631
H 3.60668 1.39186 -5.93741
H 4.55480 0.89019 -4.57810
C 0.21879 -3.10849 -3.65727
C -0.82830 -2.24087 -4.47209
C -1.31937 -0.93802 -3.73410
N -2.90919 -0.92979 -3.68957
C -3.43736 -0.89129 -5.18602
C -3.46803 0.29902 -2.81491
C -4.55398 -0.31478 -1.91878
C -4.76314 -1.74591 -2.41086
C -3.40883 -2.17150 -2.90259
H 0.96343 -2.51844 -3.12210
H 0.84014 -3.55863 -4.43166
H -0.28228 -3.82903 -3.01216
H -1.66452 -2.91098 -4.66488
H -0.28606 -1.90053 -5.35373
H -1.05133 0.06045 -4.07778
H -1.09051 -0.98025 -2.66912
H -4.51282 -1.06335 -5.20593
H -2.99767 -1.69115 -5.78061
H -3.10214 0.07112 -5.57012
H -3.87671 0.99417 -3.54729
H -2.58178 0.69006 -2.31574
H -5.38399 0.39057 -1.87260
H -4.25421 -0.30605 -0.87022
H -5.50915 -1.88698 -3.19267
H -5.08456 -2.34253 -1.55702
H -3.52594 -2.97799 -3.62642
H -2.76108 -2.54726 -2.11096
C 0.39280 -6.19975 1.70081
C -0.82558 -5.86637 2.56219
C -1.27333 -4.35649 2.22370
N -2.42427 -3.82996 3.03134
C -2.30530 -3.94238 4.52979
C -3.75671 -4.48356 2.48117
C -4.74891 -3.48980 2.01702
C -3.69503 -2.45446 1.50527
C -2.65879 -2.30879 2.61172
H 0.27115 -6.13963 0.61997
H 0.77089 -7.19783 1.92624
H 1.27773 -5.67897 2.06920
H -0.66819 -5.96479 3.63624
H -1.63368 -6.57776 2.38863
H -1.48144 -4.33510 1.15436
H -0.41195 -3.70780 2.38376
H -1.32244 -3.52337 4.74296
H -2.42442 -5.01604 4.67391
H -3.05876 -3.49150 5.17476
H -4.14870 -5.08223 3.30346
H -3.51443 -5.16431 1.66578
H -5.42648 -3.13658 2.79365
H -5.30269 -3.71405 1.10607
H -4.18130 -1.50948 1.26060
H -3.37077 -2.81005 0.52682
H -3.10363 -1.75933 3.44104
H -1.76774 -1.76612 2.29644
C -0.10397 3.66758 5.46568
C -1.57325 3.39593 4.98803
C -1.76013 3.92862 3.51485
N -3.13824 3.58808 2.94329
C -4.25051 4.28592 3.81549
C -3.32662 2.03372 2.92535
C -4.05912 1.70675 1.60670
C -4.39142 2.98297 0.89747
C -3.33291 3.98443 1.44328
H -0.00762 3.48483 6.53545
H 0.18289 4.68528 5.20333
H 0.54621 2.94822 4.96719
H -2.18036 4.03325 5.63131
H -1.92412 2.37013 5.09730
H -1.10138 3.46515 2.77944
H -1.54264 4.97805 3.31332
H -4.24972 5.37159 3.73530
H -3.97775 3.90241 4.79791
H -5.21742 3.81688 3.63528
H -3.84458 1.74941 3.84083
H -2.35249 1.54548 2.93801
H -4.94996 1.10511 1.78873
H -3.41340 1.16986 0.91123
H -5.43086 3.29126 1.01336
H -4.32247 2.77559 -0.17038
H -3.44559 5.05945 1.31066
H -2.41279 3.64535 0.96639

=====

No. 2
186
Properties=species:S:1:pos:R:3 method="wB97M-V/def2-TZVPD" gap_ev=8.65 charge=0 molar_mass_g_mol=1475.65 e_tot_ev=-194597.50850
C -0.26718 -2.98246 3.22929
C -0.86421 -4.42695 3.43910
O -1.59673 -4.26073 4.71449
S -2.56751 -2.92398 4.44746
O -2.78677 -2.08765 5.65475
O -3.68922 -3.22792 3.54437
O -1.43727 -2.20350 3.51459
H -0.16439 -2.91169 2.14646
H 0.57282 -2.78093 3.89403
H -0.06896 -5.17230 3.45060
H -1.61266 -4.65092 2.67899
C 2.35708 2.86888 2.70026
C 1.09344 2.98813 1.92956
O 1.36611 3.35650 0.63678
S 2.96410 3.32355 0.27538
O 3.46099 4.46695 -0.46738
O 3.32122 2.06043 -0.20857
O 3.37063 3.36513 1.93408
H 2.60964 1.82856 2.90532
H 2.40710 3.30270 3.69896
H 0.40581 3.75108 2.29447
H 0.63837 1.99864 1.88565
C 0.72190 -4.80091 -3.30103
C -0.71482 -4.29780 -3.59545
O -1.47168 -4.26198 -2.36462
S -0.81491 -5.25112 -1.13959
O -1.23286 -6.66673 -1.26206
O -1.05920 -4.56618 0.17666
O 0.70360 -5.02592 -1.85534
H 1.48437 -4.04329 -3.48204
H 1.06667 -5.74091 -3.73188
H -1.21136 -5.01654 -4.24734
H -0.75998 -3.34558 -4.12398
C -1.25938 -1.08481 -1.22171
C -1.30946 0.43065 -0.67923
O 0.04635 0.74723 -0.71429
S 1.04511 -0.42683 -0.24171
O 1.04517 -0.63166 1.19387
O 2.30326 -0.30216 -1.01819
O 0.08039 -1.54550 -0.95163
H -1.62785 -1.04409 -2.24673
H -2.09519 -1.60289 -0.75147
H -1.76865 0.36164 0.30691
H -1.64142 1.24319 -1.32552
C 4.21891 -0.10593 5.94382
C 3.08134 0.74138 6.46120
O 1.95369 -0.12327 6.72907
S 2.43423 -1.67031 7.14260
O 1.87693 -2.54735 6.10099
O 2.18122 -1.79740 8.58966
O 4.01492 -1.19249 6.87493
H 5.20840 0.34256 6.03253
H 4.06898 -0.41593 4.90965
H 2.62749 1.41213 5.73167
H 3.33160 1.14608 7.44186
C 5.32066 -1.38080 0.98747
C 4.38946 -1.71489 2.13904
O 5.18862 -2.73391 2.82305
S 6.81095 -2.34267 2.78957
O 7.64666 -3.35287 2.08530
O 7.20901 -1.88637 4.14846
O 6.44521 -1.09263 1.76619
H 4.87420 -0.58055 0.39723
H 5.48324 -2.32274 0.46362
H 3.42100 -2.16186 1.91454
H 4.28816 -0.83724 2.77746
C -4.48969 0.77944 2.91381
C -4.17071 2.24799 3.17090
O -3.15662 2.44132 3.82147
N -5.02150 3.08852 2.63988
C -4.83495 4.55802 2.64268
H -3.60398 0.41721 2.39188
H -5.26067 0.58209 2.16900
H -4.59490 0.06847 3.73329
H -5.74522 2.72518 2.03630
H -4.54330 4.93573 3.62267
H -5.85278 4.91621 2.48831
H -4.27782 5.02315 1.82944
C 1.97964 -0.93253 -7.66301
C 1.41962 -0.99780 -6.21230
O 1.76873 -1.85072 -5.47980
N 0.71038 0.04064 -5.84911
C 0.03236 0.21663 -4.55446
H 2.23975 0.07643 -7.98306
H 1.09793 -1.26280 -8.21220
H 2.72823 -1.66211 -7.97192
H 0.58512 0.78247 -6.52298
H -0.01439 1.27472 -4.29688
H 0.48605 -0.43653 -3.80904
H -1.04175 0.03239 -4.57535
C -3.91561 -2.30000 -4.15824
C -4.54888 -1.60661 -3.00728
O -4.01055 -0.76800 -2.26043
N -5.90157 -1.94618 -2.79597
C -6.77652 -1.39105 -1.72367
H -2.93623 -2.67045 -3.85545
H -3.74915 -1.72415 -5.06862
H -4.47566 -3.17438 -4.48977
H -6.17058 -2.71331 -3.39534
H -7.29119 -2.19649 -1.19976
H -7.50759 -0.71272 -2.16354
H -6.20188 -0.83796 -0.98072
C -0.58972 0.91092 5.50169
C -0.36870 2.33475 5.95201
O 0.82242 2.69062 6.08828
N -1.42806 3.03903 6.33319
C -1.37263 4.44885 6.58684
H -1.09871 0.47242 6.36003
H 0.30129 0.30780 5.32722
H -1.31937 0.83155 4.69583
H -2.31103 2.57287 6.48537
H -2.01872 4.79005 7.39570
H -1.59292 5.10300 5.74323
H -0.35507 4.67590 6.90482
C 7.45824 1.96381 3.76206
C 6.09181 1.90769 3.01718
O 5.03211 1.78226 3.61504
N 6.04018 2.01712 1.70005
C 7.11972 2.09838 0.75388
H 7.36125 1.16481 4.49710
H 7.50063 2.84929 4.39628
H 8.27178 2.03772 3.04039
H 5.13632 2.11293 1.25966
H 6.64004 2.01533 -0.22137
H 7.80373 1.25191 0.81492
H 7.80609 2.93469 0.88643
C -4.64834 2.49219 -1.69649
C -6.19823 2.57416 -1.46570
O -6.60102 3.00701 -0.36568
N -7.05335 2.02385 -2.38729
C -8.45998 1.95227 -2.08245
H -4.17886 2.49785 -2.68019
H -4.19636 1.59524 -1.27307
H -4.11218 3.33485 -1.25997
H -6.80819 1.68936 -3.30822
H -8.48761 1.27545 -1.22849
H -9.15027 1.58914 -2.84386
H -8.75904 2.91224 -1.66160
C 3.69848 1.02574 -4.27228
C 5.06645 1.56143 -3.93172
O 5.97972 1.10232 -4.63494
N 5.20247 2.57526 -3.01365
C 6.37235 3.35255 -3.00311
H 3.08048 1.90527 -4.45288
H 3.26177 0.48636 -3.43178
H 3.65996 0.56697 -5.26028
H 4.47394 2.82566 -2.36047
H 6.94242 3.20236 -2.08628
H 6.10060 4.40802 -3.01857
H 7.03831 3.26128 -3.86117
C -1.59281 4.63709 -0.54706
C -1.56186 4.36621 -2.01450
O -0.57593 3.68356 -2.40991
N -2.44569 4.93307 -2.81249
C -2.45973 4.78311 -4.28730
H -2.31374 5.41718 -0.30249
H -0.64312 5.16963 -0.49621
H -1.50851 3.76224 0.09764
H -3.25617 5.30050 -2.33478
H -1.54305 5.07655 -4.79886
H -3.22663 5.53026 -4.49162
H -2.76104 3.80675 -4.66682
C 3.85750 -4.50913 -6.80295
C 5.06936 -3.72071 -6.13906
O 6.26066 -3.89825 -6.42887
N 4.78329 -2.88498 -5.16568
C 5.76007 -2.32746 -4.26743
H 3.16775 -5.17689 -6.28677
H 4.24908 -4.94233 -7.72333
H 3.24816 -3.70363 -7.21279
H 3.86334 -2.48682 -5.04221
H 5.42378 -1.46082 -3.69828
H 6.73080 -2.12864 -4.72157
H 6.12422 -3.08323 -3.57151
C -7.97585 -3.59310 2.92436
C -7.14633 -3.64413 1.66708
O -7.76354 -3.94267 0.58432
N -5.83876 -3.81130 1.68883
C -5.06996 -3.90896 0.36511
H -7.33024 -3.92479 3.73754
H -8.69561 -4.41126 2.89859
H -8.30910 -2.59195 3.19774
H -5.32697 -3.56571 2.52420
H -4.26980 -4.64883 0.34415
H -4.46669 -3.01512 0.20630
H -5.68345 -3.83016 -0.53241

=====

Q: The lowest charge belongs to which entry?
A: C42H94N10O34S6